[1]
DFT (ωB97M-V with the def2-TZVPD basis set) results for a structure of composition C30H24ClNPV at a distorted geometry.

## Properties
* multiplicity: 4
* DFT total energy: -2957.676495 hartree
* LUMO energy (spin up / spin down): -2.62 / -2.93 eV
* energy relative to the best compared isomer or geometry (same formula, charge and spin): 14.6 kcal/mol
* expectation value of S²: 3.771
* net charge: +1
* highest occupied orbital energy (spin up / spin down): -10.14 / -10.71 eV
* HOMO-LUMO gap (spin up / spin down): 7.51 / 7.77 eV

Element x y z (Å)
V1 0.5523 0.2913 0.0292
N1 0.0417 1.7474 -1.3478
C1 0.8540 1.5404 -2.5076
C2 1.7155 2.5271 -2.9702
C3 2.4272 2.3325 -4.1423
C4 2.2825 1.1579 -4.8618
C5 1.4551 0.1598 -4.3836
C6 0.7382 0.3274 -3.1993
C7 -0.0192 -0.8110 -2.6549
C8 -0.7232 -1.6286 -3.5380
C9 -1.2651 -2.8220 -3.1062
C10 -1.0707 -3.2251 -1.7936
C11 -0.4432 -2.3727 -0.8949
C12 0.0650 -1.1378 -1.2896
H1 0.1497 2.7128 -1.0213
H2 -0.9426 1.5941 -1.5828
H3 1.8274 3.4496 -2.4136
H4 3.0861 3.1059 -4.4989
H5 2.8397 1.0028 -5.7739
H6 1.3795 -0.7761 -4.9177
H7 -0.8653 -1.2987 -4.5584
H8 -1.8226 -3.4376 -3.7951
H9 -1.4328 -4.1901 -1.4691
H10 -0.3432 -2.6877 0.1446
Cl1 -1.5547 0.1694 0.8734
C13 -1.5472 -0.2629 2.5409
C14 -2.7601 -0.3914 3.1949
C15 -2.7747 -0.6714 4.5505
C16 -1.5812 -0.8054 5.2413
C17 -0.3759 -0.7105 4.5697
C18 -0.3329 -0.4455 3.2019
P1 1.2079 -0.3427 2.2107
C19 1.5055 1.4676 2.2335
C20 0.9264 2.3461 3.1463
C21 1.1386 3.7092 3.0198
C22 1.9289 4.2031 1.9930
C23 2.4968 3.3390 1.0698
C24 2.2804 1.9749 1.1807
C25 2.4588 -0.9659 3.3810
C26 2.4527 -2.3360 3.6381
C27 3.3668 -2.8780 4.5207
C28 4.3034 -2.0593 5.1362
C29 4.3223 -0.6992 4.8691
C30 3.4058 -0.1480 3.9901
H11 -3.6830 -0.2717 2.6514
H12 -3.7131 -0.7760 5.0710
H13 -1.5937 -0.9919 6.3035
H14 0.5486 -0.8322 5.1122
H15 0.3421 1.9570 3.9703
H16 0.6817 4.3893 3.7215
H17 2.1204 5.2611 1.9206
H18 3.1132 3.7255 0.2711
H19 2.7990 1.2899 0.5008
H20 1.7279 -2.9636 3.1341
H21 3.3613 -3.9385 4.7221
H22 5.0273 -2.4824 5.8160
H23 5.0588 -0.0668 5.3435
H24 3.4326 0.9115 3.7744

[2]
DFT (ωB97M-V with the def2-TZVPD basis set) results for a structure of composition C30H24CoO3P2SSe2.

## Properties
* multiplicity: 1
* DFT total energy: -8649.689578 hartree
* LUMO energy (spin up / spin down): -4.09 / -5.04 eV
* net charge: +1
* highest occupied orbital energy (spin up / spin down): -11.57 / -11.61 eV
* HOMO-LUMO gap (spin up / spin down): 7.48 / 6.57 eV

Element x y z (Å)
Co1 0.1882 -0.1658 0.2333
O1 -2.4992 -1.1665 2.8335
S1 -1.4215 -0.5196 2.1809
O2 -1.7433 0.2987 0.9649
O3 -0.2959 -1.3845 1.7105
C1 -0.6462 0.6220 3.2881
C2 -0.7202 0.3761 4.6472
C3 -0.1101 1.2608 5.5265
C4 0.5506 2.3786 5.0415
C5 0.6303 2.6147 3.6734
C6 0.0364 1.7338 2.7771
P1 0.1852 1.9929 0.9827
C7 1.6240 3.0548 0.7501
C8 2.8636 2.6564 1.2591
C9 3.9876 3.4349 1.0479
C10 3.8899 4.6139 0.3166
C11 2.6616 5.0223 -0.1791
C12 1.5288 4.2474 0.0313
C13 -1.2253 2.9397 0.4126
C14 -1.4082 3.0957 -0.9608
C15 -2.4743 3.8446 -1.4307
C16 -3.3593 4.4275 -0.5311
C17 -3.1874 4.2517 0.8349
C18 -2.1238 3.5005 1.3135
H1 -1.2608 -0.4918 5.0033
H2 -0.1557 1.0760 6.5917
H3 1.0113 3.0757 5.7300
H4 1.1501 3.4902 3.3049
H5 2.9484 1.7505 1.8408
H6 4.9412 3.1178 1.4530
H7 4.7718 5.2181 0.1413
H8 2.5775 5.9520 -0.7301
H9 0.5754 4.5863 -0.3483
H10 -0.7213 2.6269 -1.6590
H11 -2.6212 3.9680 -2.4959
H12 -4.1910 5.0154 -0.8979
H13 -3.8887 4.6922 1.5320
H14 -1.9985 3.3535 2.3792
Se1 2.5425 -0.7174 0.4959
P2 2.4520 -0.5706 -1.6863
Se2 0.3174 -0.4414 -2.0968
C19 3.1862 -2.0390 -2.4043
C20 4.4818 -2.3913 -2.0215
C21 5.0231 -3.5858 -2.4632
C22 4.2728 -4.4308 -3.2746
C23 2.9909 -4.0743 -3.6620
C24 2.4396 -2.8766 -3.2258
C25 3.3138 0.9059 -2.2464
C26 4.5832 1.1818 -1.7357
C27 5.2768 2.2933 -2.1854
C28 4.7004 3.1399 -3.1254
C29 3.4290 2.8799 -3.6143
C30 2.7324 1.7581 -3.1819
H15 5.0661 -1.7409 -1.3801
H16 6.0278 -3.8621 -2.1683
H17 4.6918 -5.3745 -3.6013
H18 2.4121 -4.7299 -4.3006
H19 1.4374 -2.6002 -3.5251
H20 5.0191 0.5444 -0.9750
H21 6.2670 2.5025 -1.7977
H22 5.2480 4.0062 -3.4784
H23 2.9772 3.5468 -4.3388
H24 1.7444 1.5478 -3.5693

[3]
DFT (ωB97M-V with the def2-TZVPD basis set) results for a cluster of 6 separate species, C30H24F48O6 in total at a distorted geometry.

## Properties
* SMILES: FC(F)C(F)(F)COC(F)(F)C(F)F.FC(F)C(F)(F)COC(F)(F)C(F)F.FC(F)C(F)(F)COC(F)(F)C(F)F.FC(F)C(F)(F)COC(F)(F)C(F)F.FC(F)C(F)(F)COC(F)(F)C(F)F.FC(F)C(F)(F)COC(F)(F)C(F)F
* multiplicity: 1
* DFT total energy: -6402.522186 hartree
* LUMO energy: 0.31 eV
* energy relative to the best compared isomer or geometry (same formula, charge and spin): 35.3 kcal/mol
* highest occupied orbital energy: -11.80 eV
* HOMO-LUMO gap: 12.11 eV

Element x y z (Å)
F1 -2.1993 -7.0793 1.5382
C1 -3.0558 -6.2053 0.9711
F2 -2.8343 -6.1895 -0.3621
C2 -4.5044 -6.4436 1.3554
F3 -4.6586 -6.5651 2.6839
F4 -4.7962 -7.6801 0.8171
C3 -5.4335 -5.4066 0.7619
O1 -5.1944 -4.1840 1.4509
C4 -6.0488 -3.1216 1.2357
F5 -7.2658 -3.3986 1.7381
F6 -5.5298 -2.1222 1.9442
C5 -6.2272 -2.6938 -0.2193
F7 -5.1240 -2.1878 -0.8009
F8 -6.6804 -3.6468 -1.1058
H1 -2.7738 -5.2095 1.3343
H2 -6.4623 -5.7512 0.9012
H3 -5.2820 -5.2111 -0.2998
H4 -7.0815 -2.0065 -0.2480
F9 7.8040 1.3805 -3.6167
C6 7.3289 0.5407 -4.5950
F10 8.3445 -0.2384 -5.0300
C7 6.1619 -0.3197 -4.0890
F11 6.6567 -1.0762 -3.0794
F12 5.6677 -1.1432 -5.0276
C8 5.0517 0.6313 -3.6071
O2 4.4861 1.4496 -4.6318
C9 3.3165 1.0685 -5.2633
F13 3.3613 -0.2176 -5.5925
F14 2.3010 1.2831 -4.4053
C10 3.1126 2.0385 -6.4735
F15 1.8624 1.7454 -6.9073
F16 3.3168 3.3301 -6.2925
H5 7.0473 1.2697 -5.3647
H6 5.4934 1.4086 -2.9810
H7 4.2248 0.2604 -3.0005
H8 3.8343 1.6558 -7.2038
F17 5.1373 3.2742 6.7984
C11 4.6539 2.0542 6.5051
F18 4.3672 1.3595 7.6390
C12 3.4496 2.1009 5.5696
F19 2.4802 2.7899 6.2767
F20 2.8193 0.9613 5.2720
C13 3.7045 3.0585 4.4043
O3 4.7918 2.6069 3.5776
C14 4.8725 3.1342 2.3451
F21 3.8123 2.6561 1.5892
F22 4.6087 4.4777 2.3452
C15 6.1345 2.9102 1.5970
F23 6.7097 1.6746 1.6629
F24 6.1627 3.3986 0.3240
H9 5.4729 1.4801 6.0534
H10 4.0683 4.0362 4.7253
H11 2.8526 3.2484 3.7502
H12 6.9550 3.5025 2.0241
F25 -1.2926 -2.7159 0.0028
C16 -2.0988 -2.0563 0.8760
F26 -1.6407 -2.2924 2.1221
C17 -2.3543 -0.6113 0.2990
F27 -3.3901 -0.0407 0.9466
F28 -2.7636 -0.7950 -0.9703
C18 -1.1401 0.3318 0.5581
O4 0.1256 -0.1573 0.2075
C19 1.1421 0.8025 0.1694
F29 0.7285 1.8245 -0.6013
F30 1.2895 1.2899 1.4036
C20 2.3486 0.1221 -0.4517
F31 3.2944 1.0061 -0.8720
F32 2.7990 -1.0284 0.1130
H13 -3.0921 -2.5173 0.7894
H14 -1.2172 0.3503 1.6484
H15 -1.3532 1.2577 0.0235
H16 2.0077 -0.2991 -1.4086
F33 -0.4989 4.4741 5.3020
C21 -0.5440 3.5853 4.2938
F34 0.3540 2.5718 4.5296
C22 -1.9538 3.0425 4.0819
F35 -2.2364 2.0425 4.9215
F36 -2.1361 2.6250 2.7822
C23 -2.9732 4.1748 4.2667
O5 -2.6260 5.4244 3.7220
C24 -3.6382 6.3596 3.5739
F37 -4.6307 5.7565 2.8559
F38 -4.1398 6.6921 4.7824
C25 -3.0327 7.5423 2.8046
F39 -3.8710 8.4730 2.3239
F40 -2.0642 8.1662 3.5279
H17 -0.1060 3.9749 3.3685
H18 -3.1360 4.2930 5.3415
H19 -3.8960 3.7493 3.8694
H20 -2.4549 7.1090 1.9817
F41 0.8160 -1.0036 -3.9430
C26 1.0018 -2.2796 -3.5243
F42 0.7816 -2.3464 -2.1992
C27 0.0354 -3.1974 -4.3200
F43 0.6505 -4.4289 -4.4375
F44 -0.2531 -2.8475 -5.5891
C28 -1.2827 -3.3759 -3.5327
O6 -2.2877 -4.0132 -4.2752
C29 -3.6193 -3.7899 -4.0867
F45 -3.8305 -3.6093 -2.7671
F46 -3.9809 -2.6372 -4.7150
C30 -4.4317 -4.9035 -4.7187
F47 -4.1860 -6.0697 -4.0390
F48 -5.7648 -4.6897 -4.6047
H21 2.0192 -2.6198 -3.7426
H22 -1.5927 -2.3506 -3.3110
H23 -0.9981 -3.9071 -2.6263
H24 -4.1589 -5.1466 -5.7472

The lowest DFT total energy belongs to which entry?
C30H24CoO3P2SSe2

What is the DFT total energy in the second record?
-8649.689578 hartree

The highest DFT total energy belongs to which entry?
C30H24ClNPV

What is the formula in the first record?
C30H24ClNPV